Formula: C24H34N2O24PS
Source: the Open Molecules 2025 dataset
Level of theory: ωB97M-V/def2-TZVPD

Structure (ORCA input):
```
! wB97M-V def2-TZVPD RIJCOSX def2/J DEFGRID3
* xyz -1 1
N 1.7460 0.2333 -1.3927
C 0.3087 -0.0223 -1.3937
C -0.0290 -1.4284 -1.9536
N 0.5718 -2.4703 -0.9914
C 1.3339 -3.2022 -1.5804
O 2.1798 -3.7933 -2.1442
P -1.8481 -1.6203 -1.8750
O -2.2334 -2.9353 -0.9689
O -2.5161 -0.2365 -1.2596
S -2.5671 -1.8738 -3.6888
H 2.2699 -0.4837 -1.8692
H 1.9751 1.1511 -1.7131
H -0.0322 0.0040 -0.3483
H -0.2219 0.7112 -2.0064
H -1.6564 -2.9549 -0.1909
H -2.8536 0.2278 -2.0362
C 3.7728 4.2027 -4.2958
C 4.3860 3.0771 -5.0922
O 3.6965 1.9296 -4.5932
C 2.5066 2.3503 -4.0826
O 1.6305 1.6325 -3.7360
O 2.4614 3.7095 -4.0171
H 3.7264 5.1356 -4.8507
H 4.2918 4.3786 -3.3525
H 4.1924 3.1681 -6.1636
H 5.4581 2.9854 -4.9338
C -2.9249 0.9237 3.8499
C -2.2632 -0.3207 3.3170
O -1.3146 0.2039 2.3853
C -1.0394 1.4702 2.7424
O -0.1689 2.1328 2.2732
O -1.8867 1.9028 3.7184
H -3.2378 0.8240 4.8873
H -3.7818 1.2340 3.2493
H -1.7275 -0.8730 4.0908
H -2.9638 -0.9902 2.8233
C -2.6021 -5.6235 -4.4514
C -3.0937 -5.2696 -3.0749
O -3.7086 -6.5016 -2.6389
C -3.1445 -7.5096 -3.3417
O -3.3132 -8.6670 -3.1041
O -2.3700 -7.0395 -4.3431
H -1.6905 -5.0969 -4.7186
H -3.3530 -5.4476 -5.2248
H -2.2850 -5.0194 -2.3907
H -3.8099 -4.4540 -3.0827
C -0.1299 0.7545 6.5352
C 1.3100 0.3204 6.6649
O 1.1958 -0.9492 7.3097
C -0.0423 -1.4395 7.0460
O -0.3961 -2.5421 7.2943
O -0.8257 -0.4935 6.4566
H -0.3111 1.3558 5.6465
H -0.4848 1.3013 7.4116
H 1.7950 0.1822 5.6961
H 1.9046 1.0068 7.2637
C 5.0995 6.6169 -0.4971
C 6.6035 6.6782 -0.4883
O 6.9398 6.3191 -1.8347
C 5.8706 6.6063 -2.6184
O 5.8869 6.5813 -3.8091
O 4.7902 6.9220 -1.8742
H 4.6463 7.3362 0.1656
H 4.7234 5.6289 -0.2662
H 6.9828 7.6829 -0.2878
H 7.0455 5.9856 0.2222
C -6.7660 -7.9426 -0.8272
C -6.8802 -7.1314 -2.0910
O -8.0206 -6.3024 -1.8303
C -8.1539 -6.2002 -0.4849
O -8.8986 -5.4540 0.0628
O -7.3236 -7.0635 0.1553
H -5.7374 -8.1984 -0.5848
H -7.3617 -8.8580 -0.8592
H -6.0121 -6.4968 -2.2590
H -7.0433 -7.7479 -2.9722
C 1.9813 4.8529 3.4383
C 2.6342 3.6057 2.9053
O 3.5844 4.1313 1.9653
C 3.8621 5.3977 2.3315
O 4.7386 6.0580 1.8606
O 3.0240 5.8289 3.3007
H 1.6734 4.7588 4.4768
H 1.1224 5.1629 2.8413
H 3.1743 3.0515 3.6767
H 1.9278 2.9391 2.4210
*
```

Computed properties:
Frontier orbital gap, hartree: 0.175
HOMO, eV: -3.33
Largest force on an atom, eV/A: 2.55
E_tot, Ha: -3589.9027
Lowest unoccupied orbital energy, eV: 1.423

---

Formula: C24H34N2O6
Source: the Open Molecules 2025 dataset
Level of theory: ωB97M-V/def2-TZVPD

Structure (ORCA input):
```
! wB97M-V def2-TZVPD RIJCOSX def2/J DEFGRID3
* xyz 0 1
C -5.3558 -0.2143 -1.9765
C -4.8317 0.4445 -0.7034
H -5.6676 0.8077 -0.1005
O -4.1442 -0.4599 0.1484
C -2.8190 -0.7263 -0.2059
C -2.2767 -1.8365 0.7033
C -0.8764 -2.2855 0.2608
C -0.8027 -2.9518 -1.1208
C -0.2320 -2.0255 -2.1994
O 1.0351 -1.5144 -1.8728
H 1.6259 -2.2387 -1.6272
H -0.1908 -2.5699 -3.1562
H -0.8633 -1.1444 -2.3320
H -1.7890 -3.2968 -1.4351
H -0.1531 -3.8296 -1.0607
H -0.2041 -1.4243 0.2696
H -0.5128 -2.9901 1.0117
C -2.2262 -1.3290 2.1551
C -1.7238 0.0784 2.1702
C -1.6199 0.8470 1.0840
O -2.0269 0.4405 -0.1663
C -0.9663 2.1844 1.2467
O -0.9044 2.6619 2.3725
N -0.4223 2.8376 0.1898
C -0.2339 2.3552 -1.1576
H -0.9728 1.6017 -1.4077
C 1.1739 1.7787 -1.3015
N 2.1554 2.8004 -0.9819
C 3.5262 2.3744 -1.2403
C 3.9384 1.1511 -0.4556
C 4.5229 1.2729 0.7971
C 4.8036 0.1664 1.5957
C 4.4597 -1.0663 1.0976
C 3.8761 -1.1987 -0.1607
C 3.6198 -0.1150 -0.9600
H 3.1692 -0.2379 -1.9295
O 3.6203 -2.5304 -0.4061
C 4.0828 -3.2235 0.7339
O 4.5998 -2.3063 1.6695
H 3.2476 -3.7818 1.1879
H 4.8724 -3.9338 0.4382
H 5.2600 0.2691 2.5656
H 4.7733 2.2550 1.1693
H 4.1794 3.2174 -1.0017
H 3.5995 2.1692 -2.3118
C 1.9484 3.3169 0.3598
C 0.5331 3.8898 0.4789
H 0.3539 4.2529 1.4910
H 0.3944 4.7005 -0.2406
H 2.6792 4.1083 0.5422
H 2.0727 2.5369 1.1307
H 1.3315 1.4539 -2.3315
H 1.2571 0.8966 -0.6467
H -0.3475 3.2109 -1.8318
H -1.4082 0.4948 3.1129
C -3.5685 -1.4419 2.8842
H -4.3293 -0.8727 2.3612
H -3.8810 -2.4827 2.9347
H -3.4698 -1.0564 3.8962
H -1.5047 -1.9450 2.7078
H -2.9717 -2.6781 0.6321
H -2.7681 -1.0403 -1.2610
H -4.1804 1.2918 -0.9490
H -5.9641 -1.0787 -1.7225
H -5.9637 0.4980 -2.5272
H -4.5388 -0.5385 -2.6170
*
```

Computed properties:
Energy above the lowest of the compared OMol25 structures with the same formula, charge and spin, kcal/mol: 49.38
Frontier orbital gap, hartree: 0.321
HOMO, eV: -8.13
Largest force on an atom, eV/A: 1.35
E_tot, Ha: -1495.8449
Lowest unoccupied orbital energy, eV: 0.611

---

Formula: C24H34N3
Source: the Open Molecules 2025 dataset
Level of theory: ωB97M-V/def2-TZVPD

Structure (ORCA input):
```
! wB97M-V def2-TZVPD RIJCOSX def2/J DEFGRID3
* xyz 1 1
C -7.0084 -3.6689 -0.7740
N -5.9939 -2.8639 -1.4300
C -6.5078 -1.6187 -1.9705
C -4.6405 -3.0261 -1.1015
C -3.8076 -3.8656 -1.8845
C -2.4924 -4.0840 -1.5249
C -1.9301 -3.4914 -0.3607
C -0.5522 -3.7081 -0.0174
C 0.1110 -2.9069 0.9227
C 1.4580 -3.0214 1.2564
C 2.0926 -2.2796 2.3026
C 3.5061 -2.3323 2.4782
C 4.1316 -1.6600 3.5079
C 3.3758 -0.8951 4.4351
N 3.9963 -0.2861 5.5308
C 4.3768 1.1112 5.5310
C 3.9984 -0.8960 6.8454
C 1.9786 -0.7896 4.2434
C 1.3533 -1.4697 3.2139
C -2.7894 -2.6695 0.4302
C -4.0920 -2.4034 0.0421
H -6.5524 -4.5731 -0.3555
H -7.5041 -3.1060 0.0335
H -7.7724 -3.9518 -1.5093
H -5.7010 -1.0518 -2.4483
H -7.2778 -1.8529 -2.7177
H -6.9734 -1.0004 -1.1865
H -4.2346 -4.3206 -2.7807
H -1.8575 -4.7141 -2.1522
H 0.0413 -4.3658 -0.6505
H -0.4573 -2.1046 1.4075
H 2.0809 -3.6997 0.6671
H 4.0987 -2.9214 1.7762
H 5.2140 -1.7061 3.6471
H 4.3340 1.5141 4.5133
H 3.7139 1.7004 6.1838
H 5.4008 1.2079 5.9176
H 3.6794 -1.9418 6.7753
H 5.0134 -0.8536 7.2640
H 3.3267 -0.3570 7.5315
H 1.4013 -0.1722 4.9353
H 0.2709 -1.3933 3.1108
H -2.4196 -2.2336 1.3591
H -4.7231 -1.7294 0.6264
C -2.3488 -7.7567 -0.4060
C -1.0010 -7.2311 -0.8568
C -0.0015 -8.3557 -1.1901
C 1.3235 -7.9739 -0.5127
C 0.9579 -6.9130 0.5355
N -0.3249 -6.3322 0.0989
H -2.7962 -8.3528 -1.2128
H -2.2346 -8.4069 0.4731
H -3.0399 -6.9405 -0.1651
H -1.1534 -6.6015 -1.7432
H -0.3664 -9.2979 -0.7668
H 0.0977 -8.4820 -2.2725
H 1.8086 -8.8399 -0.0535
H 2.0091 -7.5367 -1.2449
H 0.8697 -7.3681 1.5387
H 1.7083 -6.1162 0.5998
H -0.9080 -6.0350 0.8746
*
```

Computed properties:
Energy above the lowest of the compared OMol25 structures with the same formula, charge and spin, kcal/mol: 35.62
Frontier orbital gap, hartree: 0.204
HOMO, eV: -10.70
Largest force on an atom, eV/A: 1.76
E_tot, Ha: -1098.8590
Lowest unoccupied orbital energy, eV: -5.156

---

Formula: C24H35BrN10O2S
Source: the Open Molecules 2025 dataset
Level of theory: ωB97M-V/def2-TZVPD

Structure (ORCA input):
```
! wB97M-V def2-TZVPD RIJCOSX def2/J DEFGRID3
* xyz 0 1
O 2.5433 1.2383 -0.1621
C 2.1287 -0.0154 0.0385
C 2.8544 -1.3409 -0.6024
C 1.4684 -2.1186 -1.0714
Br 1.6129 -3.9454 -0.2709
C 0.2320 -1.3775 -0.2486
S -0.8995 -0.2850 -1.3336
O 0.9730 -0.5716 0.7720
H 3.4403 -0.8652 -1.5272
H 3.6401 -1.9405 0.0255
H 1.5109 -1.9846 -2.2331
H -0.3716 -2.2824 0.2246
H -2.2402 -0.7460 -1.1362
C 0.1781 -0.3901 4.1076
C -0.4473 -1.5316 4.8926
N -0.9663 -2.4785 5.5439
H 1.0829 -0.7377 3.6014
H -0.5288 -0.0208 3.3595
H 0.4403 0.4279 4.7841
C 0.6547 1.1525 -4.8555
C 1.2423 -0.2016 -4.4929
N 1.7297 -1.3250 -4.1921
H 1.0595 1.9236 -4.1943
H 0.9059 1.4029 -5.8899
H -0.4332 1.1273 -4.7493
C -3.4213 -4.0829 3.9855
C -3.1889 -4.6706 2.6030
N -2.9961 -5.1581 1.4562
H -4.2150 -3.3321 3.9427
H -3.7157 -4.8731 4.6817
H -2.5041 -3.6115 4.3490
C -4.8740 -6.9403 7.1298
C -5.2780 -5.5260 6.7462
N -5.6133 -4.3528 6.4281
H -3.7844 -7.0153 7.1823
H -5.2960 -7.1970 8.1053
H -5.2443 -7.6490 6.3839
C -0.9579 3.5059 3.4967
C -0.2571 2.7867 4.6378
N 0.3242 2.1902 5.5845
H -2.0088 3.2067 3.4570
H -0.9010 4.5875 3.6468
H -0.4793 3.2526 2.5467
C -1.7514 3.5455 -2.4193
C -0.4961 4.0125 -3.1382
N 0.5452 4.3999 -3.7345
H -2.4235 3.0510 -3.1260
H -1.4865 2.8401 -1.6268
H -2.2675 4.4016 -1.9763
C 5.2187 -5.7193 1.0321
C 5.4135 -4.2129 1.0899
N 5.5751 -2.9633 1.1379
H 5.4668 -6.0891 0.0334
H 5.8679 -6.2076 1.7640
H 4.1781 -5.9694 1.2562
C -2.2589 1.1074 -8.1279
C -2.1284 2.1204 -7.0021
N -2.0200 2.9606 -6.0681
H -3.2106 1.2483 -8.6475
H -1.4409 1.2364 -8.8421
H -2.2211 0.0926 -7.7225
C 0.0678 7.5493 2.3297
C -1.3107 6.9297 2.4918
N -2.4543 6.4156 2.6264
H 0.1653 7.9854 1.3317
H 0.2140 8.3341 3.0770
H 0.8380 6.7844 2.4611
C 4.0056 3.1904 -5.3432
C 4.2379 2.6028 -6.7257
N 4.4307 2.1152 -7.8725
H 3.2119 3.9413 -5.3860
H 3.7112 2.4003 -4.6469
H 4.9228 3.6619 -4.9796
*
```

Computed properties:
Energy above the lowest of the compared OMol25 structures with the same formula, charge and spin, kcal/mol: 161.59
Frontier orbital gap, hartree: 0.365
HOMO, eV: -9.97
Largest force on an atom, eV/A: 10.23
E_tot, Ha: -4605.2841
Lowest unoccupied orbital energy, eV: -0.031

---

Formula: C24H35ClNO2P2V
Source: the Open Molecules 2025 dataset
Level of theory: ωB97M-V/def2-TZVPD

Structure (ORCA input):
```
! wB97M-V def2-TZVPD RIJCOSX def2/J DEFGRID3
* xyz 1 2
C -2.6805 -1.9457 2.7241
C -1.6996 -1.5668 1.8151
N -1.3656 -0.2856 1.6089
C -2.2408 0.6627 2.0127
C -3.3400 0.3498 2.8129
C -3.5351 -0.9719 3.2068
C -0.9624 -2.5747 1.0022
P 0.5700 -1.9745 0.2564
V 0.2891 0.2563 0.4327
P -0.8979 2.2614 0.1143
C -2.0391 2.0936 1.5784
C 1.7689 0.3191 -1.1768
C 3.1186 0.3067 -0.8614
C 4.0384 0.7619 -1.8225
C 3.5742 1.1973 -3.0726
C 2.2229 1.1534 -3.3802
C 1.2905 0.7067 -2.4333
O -2.6190 -2.9999 -0.8028
O -2.4848 -0.7478 -1.3302
H -2.7453 -2.9966 2.9679
H -3.9847 1.1639 3.1164
H -4.3574 -1.2387 3.8655
C 1.9798 -2.5779 1.2454
C 0.7127 -2.9519 -1.2436
H -3.0082 2.5240 1.2923
H -1.6102 2.6967 2.3877
H -1.6831 -2.8423 0.2890
H -0.6484 -3.4548 1.6421
C -0.1670 3.8878 0.1880
C -2.0685 2.3201 -1.2481
H 3.4647 -0.0599 0.1082
H 5.0952 0.7722 -1.5840
H 4.2972 1.5638 -3.8139
H 1.8617 1.4694 -4.3715
H 0.2279 0.6270 -2.6492
H -1.3127 -0.6477 -0.9896
H -2.9148 -0.7016 -2.2165
H -2.6761 -1.9404 -1.0038
H -3.3413 -3.5777 -0.4566
H -0.8102 0.1957 -0.7042
H 1.9456 -3.6563 1.3976
H 2.9086 -2.3599 0.7126
H 2.0626 -2.0929 2.2165
H 1.0772 -3.9543 -0.9825
H -0.2881 -3.0115 -1.6915
H 1.4125 -2.4708 -1.9384
H -2.8103 3.1017 -1.0454
H -1.5108 2.5374 -2.1663
H -2.5537 1.3109 -1.3534
H -0.9560 4.6460 0.2963
H 0.5395 3.9674 1.0194
H 0.3802 4.0442 -0.7506
Cl 2.8074 0.1985 4.6792
C 3.2566 1.4368 3.5589
C 4.4026 2.1608 3.7790
C 4.8177 3.1182 2.8374
C 4.0663 3.3029 1.6876
C 2.8842 2.5959 1.4819
C 2.4277 1.6767 2.4281
C 1.0806 1.0332 2.3220
H 4.9805 1.9765 4.6905
H 5.7352 3.6977 3.0328
H 4.4125 4.0348 0.9256
H 2.3228 2.7696 0.5643
H 1.0418 0.0250 2.7468
H 0.2868 1.6322 2.7983
*
```

Computed properties:
Frontier orbital gap (alpha / beta), hartree: 0.259 / 0.279
HOMO (alpha / beta), eV: -11.09 / -11.11
<S²>: 0.796
Largest force on an atom, eV/A: 5.52
E_tot, Ha: -3227.2928
Lowest unoccupied orbital energy (alpha / beta), eV: -4.039 / -3.529

---

Formula: C24H35N3O14S
Source: the Open Molecules 2025 dataset
Level of theory: ωB97M-V/def2-TZVPD

Structure (ORCA input):
```
! wB97M-V def2-TZVPD RIJCOSX def2/J DEFGRID3
* xyz 0 1
C 3.0599 4.3622 -1.5325
C 2.4001 4.5107 -3.0101
O 2.4716 5.6342 -3.5778
O 1.7630 3.3467 -3.5998
C 0.4182 3.2705 -3.0363
C -0.1869 1.7825 -2.9382
C -0.0311 1.0691 -1.4995
N 1.3387 0.7104 -0.9876
C 2.2321 0.6881 -1.9353
O 2.9736 0.6927 -2.9563
N -0.4943 2.0242 -0.4093
C -1.9275 2.2765 -0.6034
O -2.5932 3.3597 -0.5375
C -2.4539 0.7719 -1.0056
C -1.1248 -0.1408 -1.2348
S -0.7152 -0.5824 0.5654
N -1.1725 -1.2901 -2.1732
C -1.9910 -1.0447 -3.3984
C 0.1487 -1.8777 -2.4569
C 0.7236 -1.9321 -3.9860
O 0.9093 -2.4154 -1.5782
H 2.2563 4.7575 -0.7975
H 3.9723 5.0619 -1.4089
H 3.3219 3.2667 -1.2723
H 0.4069 3.8697 -2.0591
H -0.2728 3.8541 -3.7716
H 0.2937 1.1798 -3.8130
H -1.3084 1.8726 -3.2386
H 0.1269 2.8210 -0.2108
H -3.0908 1.0301 -1.9443
H -3.0591 0.3153 -0.1346
H 0.5297 -1.1910 0.6333
H -1.5520 -0.2886 -4.1423
H -3.1046 -0.7949 -3.1772
H -2.0322 -2.0585 -3.9707
H 0.6227 -0.9295 -4.5305
H 1.8212 -2.2741 -4.0186
H 0.1227 -2.7691 -4.5286
C -8.5394 1.1641 0.6628
C -7.2092 0.6968 0.1108
C -6.4519 1.7671 -0.6188
O -5.6916 1.0206 -1.5601
C -6.3825 -0.1309 -1.7952
O -6.1292 -0.9038 -2.6789
O -7.3987 -0.2873 -0.9014
H -9.2352 1.4124 -0.1440
H -9.0081 0.3646 1.2428
H -8.4176 2.0361 1.3096
H -6.6041 0.2519 0.9087
H -5.7941 2.3333 0.0441
H -7.0948 2.4656 -1.1638
C 2.7249 -5.4974 3.2090
C 1.4614 -4.7072 2.9416
C 1.7136 -3.3589 2.3355
O 0.6024 -2.5991 2.7954
C 0.1950 -3.1713 3.9637
O -0.5938 -2.6763 4.7222
O 0.8037 -4.3753 4.1611
H 3.3317 -5.0197 3.9837
H 2.4736 -6.4945 3.5813
H 3.3254 -5.6065 2.3031
H 0.7688 -5.2972 2.3308
H 1.7303 -3.3934 1.2436
H 2.6313 -2.8843 2.6899
C 6.0914 1.0751 4.6830
C 5.5583 0.3193 3.4842
C 4.0836 0.0499 3.5508
O 3.9537 -1.1474 2.7952
C 5.1505 -1.7955 2.8813
O 5.3348 -2.9268 2.5244
O 6.1065 -0.9940 3.4293
H 6.0207 0.4714 5.5925
H 7.1514 1.3038 4.5431
H 5.5515 2.0127 4.8347
H 5.8284 0.8398 2.5585
H 3.4958 0.8533 3.1019
H 3.7167 -0.1352 4.5654
*
```

Computed properties:
Frontier orbital gap, hartree: 0.319
HOMO, eV: -8.68
Largest force on an atom, eV/A: 7.93
E_tot, Ha: -2551.2139
Lowest unoccupied orbital energy, eV: -0.006

---

Formula: C24H35N3O4S
Source: the Open Molecules 2025 dataset
Level of theory: ωB97M-V/def2-TZVPD

Structure (ORCA input):
```
! wB97M-V def2-TZVPD RIJCOSX def2/J DEFGRID3
* xyz 0 1
C 6.7651 1.0037 -0.2659
C 6.8763 -0.5020 -0.0501
C 6.3902 -1.3071 -1.2565
H 6.7323 -0.8258 -2.1743
H 6.8296 -2.3052 -1.2260
C 4.8619 -1.4400 -1.3288
N 4.3158 -2.2484 -0.2583
C 3.6240 -1.8190 0.8236
O 3.2104 -2.5976 1.6655
C 3.3328 -0.3260 0.9424
H 4.1594 0.2762 0.5688
C 3.0803 0.0598 2.4021
C 2.7056 1.5368 2.4868
C 1.5012 1.8290 1.5938
N 1.7989 1.4098 0.2455
S 0.8636 2.0651 -0.9662
O 0.8017 3.4781 -0.7326
O 1.4085 1.5906 -2.2050
C -0.7590 1.3596 -0.7165
C -1.0703 0.1417 -1.2878
C -2.2969 -0.4602 -1.0457
C -3.1925 0.1950 -0.2129
C -2.8650 1.4282 0.3641
C -1.6462 2.0180 0.1216
H -1.3715 2.9729 0.5400
C -3.9967 1.8985 1.2241
H -4.2748 2.9300 1.0109
H -3.7241 1.8346 2.2801
C -5.1335 0.9207 0.8711
N -4.4742 -0.1931 0.1780
C -5.0459 -1.4006 -0.1351
O -4.4700 -2.2224 -0.8203
C -6.4106 -1.6672 0.4055
C -6.8557 -3.1074 0.4147
C -7.4370 -2.1717 -0.5834
H -7.1163 -2.2699 -1.6092
H -8.4572 -1.8386 -0.4635
H -6.1373 -3.8307 0.0612
H -7.4647 -3.4398 1.2410
H -6.7672 -1.0361 1.2050
C -6.1579 1.5768 -0.0541
H -6.9076 0.8596 -0.3771
H -6.6562 2.3942 0.4610
H -5.6555 1.9695 -0.9353
H -5.6233 0.5576 1.7790
H -2.5499 -1.4077 -1.4891
H -0.3502 -0.3204 -1.9437
C 2.0731 -0.0001 0.1299
H 2.2078 -0.2101 -0.9318
H 1.2331 -0.6045 0.5084
H 1.2898 2.8980 1.5523
H 0.6143 1.2991 1.9790
H 2.4692 1.8099 3.5160
H 3.5461 2.1466 2.1518
H 2.2764 -0.5624 2.7988
H 3.9748 -0.1384 2.9950
C 4.5358 -3.6742 -0.3937
H 5.5908 -3.9240 -0.2703
H 3.9626 -4.1782 0.3816
H 4.2005 -4.0120 -1.3757
H 4.6002 -1.9275 -2.2753
H 4.4042 -0.4536 -1.3364
H 6.3078 -0.8011 0.8333
H 7.9236 -0.7471 0.1400
H 7.0577 1.5385 0.6348
H 5.7512 1.3007 -0.5243
H 7.4206 1.3166 -1.0760
*
```

Computed properties:
Energy above the lowest of the compared OMol25 structures with the same formula, charge and spin, kcal/mol: 31.96
Frontier orbital gap, hartree: 0.336
HOMO, eV: -8.58
Largest force on an atom, eV/A: 0.95
E_tot, Ha: -1798.9650
Lowest unoccupied orbital energy, eV: 0.579